# 1
ORCA calculation (the ωB97M-V functional and the def2-TZVPD basis) on an isolated molecule of C4H7NO.

Each line ends with the Mulliken charge.
Cartesian coordinates (Å):
1 C -1.56 0.18 -1.15  -1.092
2 C -0.94 0.00 0.21  0.693
3 C 0.61 -0.08 0.24  0.466
4 N 1.17 -0.62 -0.91  -0.734
5 C 1.22 0.43 1.39  -0.952
6 O -1.57 -0.06 1.24  -0.542
7 H 2.19 -0.53 -0.87  0.250
8 H 1.02 -1.13 0.60  0.341
9 H -1.11 1.04 -1.65  0.319
10 H -1.32 -0.69 -1.77  0.308
11 H -2.63 0.31 -1.04  0.322
12 H 2.30 0.46 1.48  0.325
13 H 0.61 0.69 2.24  0.295

Energy relative to the best compared isomer or geometry (same formula, charge and spin) (kcal/mol): 112.00
Calculated total energy (eV): -7794.7876
E_HOMO (spin up / spin down) (eV): -8.45 / -8.31
2S+1: 1
Lowest unoccupied orbital energy (spin up / spin down) (hartree): 0.0034 / 0.0029
Gap between HOMO and LUMO (spin up / spin down) (eV): 8.540 / 8.394

=====

# 2
ORCA calculation (the ωB97M-V functional and the def2-TZVPD basis) on an isolated molecule of C4H7NO.

Each line ends with the Mulliken charge.
Cartesian coordinates (Å):
1 O 1.18 1.76 -1.81  -0.385
2 C 1.00 1.08 -0.87  0.320
3 C 0.01 1.34 0.45  -0.384
4 N -0.98 0.43 0.22  -0.519
5 C -0.02 -1.30 -0.46  -0.721
6 C -0.79 -0.90 0.74  -0.277
7 H 0.95 -0.18 -0.82  0.136
8 H -0.31 2.37 0.31  0.342
9 H 0.64 1.21 1.34  0.300
10 H 0.89 -1.89 -0.32  0.383
11 H -0.59 -1.55 -1.34  0.286
12 H -1.75 -1.41 0.89  0.251
13 H -0.20 -0.94 1.67  0.268

Energy relative to the best compared isomer or geometry (same formula, charge and spin) (kcal/mol): 117.75
Calculated total energy (eV): -7794.5384
E_HOMO (spin up / spin down) (eV): -8.72 / -8.72
2S+1: 1
Lowest unoccupied orbital energy (spin up / spin down) (hartree): -0.0060 / -0.0060
Gap between HOMO and LUMO (spin up / spin down) (eV): 8.559 / 8.558

=====

# 3
ORCA calculation (the ωB97M-V functional and the def2-TZVPD basis) on an isolated molecule of C4H7NO.

Each line ends with the Mulliken charge.
Cartesian coordinates (Å):
1 C -1.33 -0.66 0.52  -1.331
2 C 0.07 -0.67 -0.09  0.450
3 C 0.30 0.44 -1.14  -0.596
4 N 1.01 1.50 -0.41  -0.492
5 C 1.37 0.97 0.68  0.063
6 O 1.02 -0.31 0.95  -0.407
7 H -1.29 -1.03 1.54  0.335
8 H -2.02 -1.30 -0.05  0.350
9 H -1.75 0.35 0.53  0.319
10 H 0.34 -1.67 -0.43  0.323
11 H 0.94 0.10 -1.97  0.287
12 H -0.63 0.82 -1.57  0.314
13 H 1.97 1.45 1.44  0.384

Energy relative to the best compared isomer or geometry (same formula, charge and spin) (kcal/mol): 23.06
Calculated total energy (eV): -7798.6445
E_HOMO (eV): -9.60
2S+1: 1
Lowest unoccupied orbital energy (hartree): 0.0369
Gap between HOMO and LUMO (eV): 10.601

=====

# 4
ORCA calculation (the ωB97M-V functional and the def2-TZVPD basis) on a structure of composition C4H7NO.

Each line ends with the Mulliken charge.
Cartesian coordinates (Å):
1 C -1.48 -0.04 0.50  -0.978
2 C -0.56 -0.96 -0.25  -0.342
3 C 0.27 -0.30 -1.30  -0.317
4 N 1.18 -0.46 -0.16  -0.178
5 C 1.44 0.64 0.65  0.055
6 O 1.26 1.80 0.35  -0.473
7 H -1.64 -0.36 1.53  0.271
8 H -2.45 -0.15 -0.01  0.346
9 H -1.22 1.03 0.47  0.334
10 H 0.65 -1.41 0.28  0.462
11 H 0.59 -0.88 -2.17  0.211
12 H 0.08 0.75 -1.52  0.259
13 H 1.88 0.34 1.62  0.352

Energy relative to the best compared isomer or geometry (same formula, charge and spin) (kcal/mol): 107.83
Calculated total energy (eV): -7794.9686
E_HOMO (eV): -8.88
2S+1: 1
Lowest unoccupied orbital energy (hartree): 0.0200
Gap between HOMO and LUMO (eV): 9.421

=====

# 5
ORCA calculation (the ωB97M-V functional and the def2-TZVPD basis) on an isolated molecule of C4H7NO.

Each line ends with the Mulliken charge.
Cartesian coordinates (Å):
1 O 2.10 0.68 -2.19  -0.459
2 C 1.34 0.74 -1.26  -0.033
3 C 0.67 -0.48 -0.65  -0.248
4 N 0.27 -0.26 0.73  -0.317
5 C -1.03 -0.81 1.05  -0.507
6 C -0.84 0.65 0.96  -0.253
7 H 1.06 1.71 -0.80  0.328
8 H 1.36 -1.32 -0.69  0.330
9 H -0.19 -0.73 -1.29  0.191
10 H -1.13 -1.34 1.99  0.246
11 H -1.56 -1.27 0.21  0.217
12 H -1.31 1.16 0.10  0.273
13 H -0.75 1.27 1.85  0.231

Energy relative to the best compared isomer or geometry (same formula, charge and spin) (kcal/mol): 56.63
Calculated total energy (eV): -7797.1888
E_HOMO (eV): -9.71
2S+1: 1
Lowest unoccupied orbital energy (hartree): 0.0379
Gap between HOMO and LUMO (eV): 10.738

=====

# 6
ORCA calculation (the ωB97M-V functional and the def2-TZVPD basis) on an isolated molecule of C4H7NO in a non-equilibrium geometry.

Each line ends with the Mulliken charge.
Cartesian coordinates (Å):
1 C -2.19 -0.17 -0.63  -0.887
2 N -0.72 -0.22 -0.39  0.029
3 C -0.44 -0.19 0.80  0.269
4 C 0.80 0.07 1.31  -0.643
5 C 1.69 0.33 0.21  0.186
6 O 1.48 0.31 -1.05  -0.663
7 H -3.02 -0.74 0.19  0.311
8 H -2.58 0.80 -0.94  0.270
9 H -2.32 -0.93 -1.43  0.325
10 H -0.29 0.19 -1.12  0.247
11 H -1.45 -0.83 1.39  0.048
12 H 0.85 -0.25 2.41  0.250
13 H 2.81 0.54 0.46  0.258

Energy relative to the best compared isomer or geometry (same formula, charge and spin) (kcal/mol): 105.97
Calculated total energy (eV): -7795.0491
E_HOMO (eV): -8.67
2S+1: 1
Lowest unoccupied orbital energy (hartree): 0.0293
Gap between HOMO and LUMO (eV): 9.466